Record 1
Here is C30H52IrNO6SSb2SeSi as an isolated structure from OMol25. Energies are from ωB97M-V/def2-TZVPD.

```
95
Properties=species:S:1:pos:R:3:forces:R:3:mulliken_charge:R:1
Ir 0.1931 0.7527 -0.5681 0.31 0.07 -0.27 1.82
C -0.3938 2.0000 5.7913 -0.02 0.02 0.01 -1.35
Sb -0.0936 0.4687 4.3153 0.05 -0.15 -0.02 0.79
C -2.0235 0.6949 3.4019 0.01 0.02 0.04 -1.06
C 0.8435 1.8557 2.9268 -0.01 0.03 0.14 0.10
C 2.2387 2.2365 3.2959 0.06 -0.08 -0.06 0.22
C 2.4588 3.4353 3.9746 -0.01 -0.08 0.10 -0.52
C 3.7313 3.8566 4.3178 0.04 -0.04 -0.03 -0.93
C 4.8264 3.0753 3.9747 -0.01 0.06 0.03 -0.73
C 4.6248 1.8744 3.3171 0.00 -0.02 0.04 -0.83
C 3.3475 1.4267 2.9850 -0.14 0.10 -0.04 0.91
C 3.1953 0.0998 2.3122 0.08 -0.06 0.01 -1.20
Sb 2.9309 0.1494 0.1761 -0.13 0.07 0.05 0.25
C 4.6188 1.3348 -0.3396 0.01 0.02 0.02 -1.33
C 3.7165 -1.7965 -0.1903 0.00 -0.01 0.00 -1.42
H -0.7493 2.9105 5.3091 -0.02 0.03 0.00 0.35
H 0.5346 2.2080 6.3198 0.03 0.01 0.00 0.35
H -1.1376 1.6681 6.5143 -0.01 -0.01 0.02 0.39
H -2.4497 1.6623 3.6653 0.00 0.03 -0.02 0.36
H -2.6953 -0.0968 3.7253 -0.03 -0.02 0.03 0.43
H -1.9148 0.6268 2.3214 0.02 -0.02 -0.08 0.06
H 0.1949 2.7332 2.9296 0.01 0.00 -0.06 0.44
H 0.7872 1.3993 1.9364 0.01 -0.08 -0.04 -0.91
H 1.6021 4.0525 4.2196 0.04 -0.08 0.05 0.82
H 3.8674 4.7923 4.8423 0.02 0.04 0.03 0.46
H 5.8288 3.3905 4.2311 0.02 0.02 0.00 0.42
H 5.4760 1.2489 3.0733 0.02 0.00 -0.01 0.39
H 2.3464 -0.4670 2.6925 -0.08 -0.01 0.03 0.36
H 4.0939 -0.5041 2.4590 -0.04 0.03 0.03 0.83
H 5.4967 0.9617 0.1848 0.04 0.00 0.01 0.43
H 4.4257 2.3647 -0.0474 0.01 0.03 0.02 0.34
H 4.7892 1.2965 -1.4130 -0.01 -0.01 -0.05 0.43
H 4.6789 -1.8797 0.3125 0.03 -0.04 0.00 0.48
H 3.8437 -1.9651 -1.2567 0.00 0.01 -0.04 0.41
H 3.0269 -2.5418 0.2015 0.00 -0.03 0.02 0.43
C 2.2340 0.1215 -3.4393 0.04 -0.02 -0.03 -1.51
C 0.8349 0.1248 -4.0237 -0.13 0.05 0.01 1.62
C 0.6449 1.3004 -4.9690 0.07 0.01 -0.03 -1.64
C 0.5545 -1.1984 -4.7175 0.11 -0.02 -0.09 -1.98
O -0.0897 0.2952 -2.9094 -0.13 -0.01 0.16 0.77
Si -1.7453 0.0018 -2.8414 -0.05 -0.13 0.00 -0.32
S -2.1620 0.4936 -0.8499 -0.25 0.02 0.17 -0.80
O -2.4995 0.8736 -3.9835 -0.12 -0.09 -0.20 -0.45
C -3.1447 2.1524 -4.0355 0.07 0.03 0.12 1.87
C -4.4954 2.0349 -3.3419 -0.02 0.03 -0.04 -1.63
C -3.3167 2.4782 -5.5126 0.00 -0.01 0.05 -1.85
C -2.2699 3.1920 -3.3487 -0.02 0.09 -0.04 -1.03
O -1.9756 -1.5493 -3.2462 0.11 -0.05 0.14 -0.16
C -2.9321 -2.5616 -2.8828 -0.02 0.12 -0.11 1.73
C -4.3333 -1.9623 -2.8914 0.01 -0.07 -0.01 -1.46
C -2.8016 -3.6315 -3.9552 -0.02 -0.05 0.01 -1.76
C -2.5775 -3.1261 -1.5149 0.01 0.04 -0.02 -1.53
H 2.9612 -0.0011 -4.2425 0.03 0.00 -0.01 0.49
H 2.3433 -0.7112 -2.7445 0.00 -0.03 0.05 0.19
H 2.4502 1.0606 -2.9268 -0.02 0.02 0.02 0.24
H 1.3352 1.2150 -5.8088 0.03 0.01 -0.03 0.47
H 0.8411 2.2408 -4.4524 0.02 0.02 0.03 0.20
H -0.3717 1.3188 -5.3556 -0.04 -0.02 -0.02 0.26
H 1.3162 -1.3626 -5.4812 0.00 -0.01 -0.03 0.53
H -0.4225 -1.2007 -5.1972 -0.03 0.02 -0.01 0.42
H 0.5837 -2.0203 -4.0040 0.01 -0.01 0.03 0.23
H -5.1081 1.2793 -3.8343 -0.01 -0.02 -0.02 0.36
H -5.0251 2.9874 -3.3741 -0.02 0.03 -0.01 0.49
H -4.3620 1.7517 -2.2979 0.01 0.00 0.03 0.18
H -3.8692 1.6823 -6.0105 -0.02 -0.03 0.00 0.38
H -2.3449 2.5796 -5.9956 0.03 0.00 -0.02 0.37
H -3.8626 3.4138 -5.6368 -0.01 0.02 0.01 0.43
H -2.1872 2.9715 -2.2843 0.01 -0.01 0.02 -0.11
H -2.6993 4.1873 -3.4722 -0.01 0.03 0.03 0.65
H -1.2688 3.1936 -3.7800 0.01 0.01 -0.02 0.18
H -4.5530 -1.5279 -3.8669 0.01 0.02 -0.03 0.30
H -4.4284 -1.1876 -2.1303 0.01 0.06 0.05 0.25
H -5.0748 -2.7336 -2.6798 -0.01 -0.02 0.01 0.50
H -3.0382 -3.2186 -4.9357 -0.01 0.03 -0.02 0.38
H -3.4810 -4.4593 -3.7506 -0.02 -0.03 0.00 0.44
H -1.7825 -4.0174 -3.9774 0.03 0.00 0.01 0.34
H -2.6745 -2.3604 -0.7468 0.00 0.04 0.04 0.23
H -1.5515 -3.4905 -1.5116 0.06 -0.02 -0.01 0.24
H -3.2431 -3.9529 -1.2648 -0.03 -0.02 -0.01 0.52
Se 1.0762 2.9641 -1.1260 0.20 0.18 -0.15 -0.31
C 0.4645 4.2120 0.1967 -0.02 -0.09 0.06 0.50
C 1.3486 4.6275 1.1863 0.04 0.06 -0.11 -0.63
C 0.9399 5.5656 2.1232 -0.01 0.07 -0.11 -0.41
C -0.3437 6.0879 2.0730 0.02 0.00 0.04 -0.77
C -1.2221 5.6698 1.0840 -0.07 -0.03 -0.03 -0.64
C -0.8242 4.7319 0.1430 0.03 -0.03 0.09 -0.03
H 2.3515 4.2177 1.2290 -0.06 0.03 0.00 0.34
H 1.6297 5.8813 2.8941 0.01 0.06 -0.04 0.51
H -0.6598 6.8192 2.8046 -0.01 0.02 0.01 0.40
H -2.2263 6.0709 1.0447 -0.01 0.01 0.00 0.43
H -1.5115 4.4044 -0.6229 -0.04 -0.04 -0.06 0.34
O 0.0952 -0.9235 1.1229 -0.08 0.04 0.15 -0.07
N 0.2681 -1.9001 0.3263 -0.04 0.16 -0.01 0.22
O 0.2614 -3.0397 0.7005 0.00 -0.27 0.08 -0.67
O 0.4706 -1.5843 -0.8844 0.03 0.00 -0.10 -0.26
```
Forces are in eV/Å.

- ⟨S²⟩: 6.016
- ΔE to the lowest compared entry with this formula, charge and spin: 0.000 eV
- Multiplicity: 5
- E_tot: -5354.4419 Ha



Record 2
Here is C3H9ClNOP in the gas phase from OMol25. Energies are from ωB97M-V/def2-TZVPD.

```
16
Properties=species:S:1:pos:R:3:forces:R:3:nbo_charge:R:1
C 0.9975 -1.1323 1.3223 3.55 3.12 1.48 -0.38
N 0.2806 -0.1077 0.6494 -1.66 0.74 -2.85 -0.79
C 0.9901 1.1382 0.4664 -0.57 2.34 -1.52 -0.42
P -1.2171 -0.4120 -0.1147 1.63 1.49 0.07 2.04
C -1.1060 0.1451 -1.8785 -0.81 0.75 -0.59 -1.05
O -1.7650 -1.7377 0.1417 0.10 -0.48 -0.24 -1.06
Cl -2.4049 1.0361 0.7191 0.03 0.04 -0.17 -0.32
H 0.6115 -2.0155 1.1431 -2.57 -4.38 -0.33 0.22
H 2.0973 -1.3390 1.0186 -1.46 1.11 0.10 0.18
H 0.9771 -0.8195 2.3738 0.36 -0.87 0.13 0.19
H 1.9071 0.9433 0.9157 1.77 0.16 0.91 0.21
H 1.2952 1.5449 -0.5930 -0.97 -1.40 1.33 0.19
H 0.5553 2.0682 0.9427 0.02 -1.26 -0.17 0.20
H -1.5607 -0.5926 -2.5232 -1.07 -0.36 0.26 0.27
H -1.4839 1.1569 -2.1962 -0.11 -1.01 0.99 0.26
H -0.1743 0.1237 -2.3871 1.76 -0.01 0.58 0.26
```
Forces are in eV/Å.

- ΔE to the lowest compared entry with this formula, charge and spin: 0.293 eV
- E_tot: -1051.2731 Ha
- SMILES: CN(C)[P@@](C)(=O)Cl



Record 3
Here is C26H39Cl2N2O7Pb as an isolated structure from OMol25. Energies are from ωB97M-V/def2-TZVPD.

```
77
Properties=species:S:1:pos:R:3:forces:R:3:mulliken_charge:R:1
Pb 0.1132 -0.6155 -0.4096 -0.10 -0.20 0.04 1.31
C 2.4462 0.2310 0.6600 0.21 0.10 0.19 -0.80
C 1.5219 0.3556 1.7329 0.06 -0.13 0.03 -0.13
C 0.6106 1.4172 1.3690 0.29 0.20 0.04 -0.32
C 1.0502 1.9101 0.1013 0.08 0.20 0.07 0.10
C 2.1750 1.1964 -0.3375 0.00 0.20 0.08 -0.03
C 3.0649 1.5416 -1.5175 -0.07 -0.09 -0.02 2.37
C 4.3100 2.2666 -0.9831 0.04 0.02 0.05 -1.83
C 3.5074 0.2769 -2.2627 0.01 -0.07 0.01 -1.41
C 2.3362 2.4585 -2.5005 -0.06 0.06 -0.07 -1.84
C -0.5426 2.1154 2.1100 -0.13 -0.25 -0.12 2.68
C -1.8270 1.2589 2.0875 0.01 -0.01 -0.05 -1.72
C -0.1820 2.4871 3.5539 0.05 0.03 0.06 -1.99
C -0.8917 3.4348 1.4056 -0.03 0.03 -0.06 -2.11
C 1.7135 -0.4945 3.0031 -0.09 0.04 -0.04 2.46
C 0.3973 -1.0232 3.5949 0.04 -0.07 -0.11 -1.56
C 2.4890 0.3174 4.0556 0.00 0.06 0.07 -1.71
C 2.5790 -1.7348 2.7080 0.02 0.00 -0.04 -2.04
H 3.3113 -0.4221 0.6667 -0.22 0.00 -0.06 0.32
H 0.5977 2.7357 -0.4347 0.03 -0.25 0.05 0.18
H 4.8837 1.6141 -0.3169 -0.04 0.06 -0.05 0.31
H 4.0181 3.1559 -0.4162 0.03 -0.06 -0.04 0.35
H 4.9600 2.5759 -1.8107 -0.06 -0.03 0.08 0.46
H 3.8581 -0.4968 -1.5718 0.00 0.09 -0.08 0.22
H 4.3225 0.5075 -2.9572 -0.07 -0.01 0.02 0.46
H 2.6772 -0.1394 -2.8398 0.05 0.01 0.06 0.14
H 2.0741 3.4161 -2.0378 0.02 -0.11 -0.06 0.31
H 1.4131 1.9938 -2.8655 0.10 0.07 0.04 0.25
H 2.9808 2.6658 -3.3627 -0.07 -0.01 0.07 0.45
H -1.6683 0.2537 2.4830 -0.02 0.10 -0.03 0.11
H -2.1807 1.1595 1.0524 0.02 0.02 0.12 0.08
H -2.6242 1.7374 2.6707 0.08 -0.04 -0.06 0.52
H -0.1085 1.6247 4.2155 0.01 0.09 -0.06 0.28
H -0.9538 3.1495 3.9620 0.05 -0.06 -0.02 0.50
H 0.7736 3.0211 3.5787 -0.10 -0.04 0.01 0.33
H -1.2087 3.2784 0.3713 0.03 0.01 0.09 0.26
H -0.0387 4.1195 1.4040 -0.05 -0.04 0.00 0.35
H -1.7129 3.9133 1.9461 0.00 0.02 -0.02 0.48
H -0.2929 -0.2331 3.8816 0.06 -0.05 -0.01 0.19
H 0.6102 -1.6167 4.4904 -0.01 0.03 -0.05 0.55
H -0.1028 -1.6792 2.8718 0.06 0.07 0.08 0.03
H 1.9311 1.1805 4.4185 0.04 -0.05 -0.03 0.21
H 3.4275 0.6808 3.6240 -0.08 -0.04 0.05 0.30
H 2.7302 -0.3207 4.9151 -0.03 0.07 -0.07 0.47
H 2.1687 -2.3385 1.8969 -0.02 0.02 0.02 0.29
H 2.6138 -2.3592 3.6068 0.01 0.04 -0.06 0.48
H 3.6112 -1.4595 2.4659 -0.13 -0.03 0.02 0.34
C -4.0103 -0.7564 -1.5715 0.18 -0.09 0.06 -0.81
C -3.3372 -2.0164 -1.1380 0.13 -0.11 0.06 -0.24
N -2.1325 -2.1159 -0.6082 -0.12 -0.30 0.04 0.31
C -1.9096 -3.4587 -0.3637 0.17 0.38 0.04 0.37
C -3.0157 -4.1764 -0.7507 0.19 -0.03 -0.01 -0.28
N -3.8918 -3.2388 -1.2329 -0.21 0.04 -0.08 -0.03
C -3.4547 -5.6003 -0.8040 -0.45 0.65 -0.24 0.64
O -2.6408 -6.5091 -0.3546 1.32 0.13 0.56 -0.56
O -4.5571 -5.8457 -1.2624 0.23 -0.07 0.11 -0.68
C -0.5971 -3.9122 0.2336 0.29 -0.45 0.25 0.37
O -0.4607 -5.1384 0.4712 -0.67 0.08 -0.35 -0.92
O 0.2740 -3.0316 0.4682 -0.39 0.13 -0.23 -0.39
H -3.3417 -0.2025 -2.2323 0.00 0.00 0.00 -0.06
H -4.2319 -0.1270 -0.7067 0.01 -0.03 -0.04 0.23
H -4.9415 -0.9681 -2.0970 0.04 -0.01 0.01 0.39
H -4.7890 -3.4936 -1.6107 -0.08 -0.02 -0.03 0.27
H -1.7600 -6.0707 -0.0119 -0.57 -0.14 -0.22 0.46
C -2.8353 2.8515 -2.0655 0.27 -0.04 -0.04 -0.68
O -1.4216 2.7843 -2.0962 -0.40 0.43 0.27 -0.43
H -3.2616 2.3502 -1.1866 0.04 -0.03 0.02 0.16
H -3.2892 2.4173 -2.9617 0.03 -0.02 -0.04 0.31
H -3.1205 3.9022 -2.0166 0.01 0.04 0.00 0.30
H -1.1599 1.8809 -2.3311 0.06 -0.36 -0.29 0.24
Cl -1.7134 -2.7716 -4.1995 0.10 0.06 0.11 -0.17
C -0.2352 -1.7682 -4.1326 -0.14 0.00 0.26 0.19
Cl 0.8842 -2.3948 -2.8833 -0.18 -0.06 -0.20 -0.07
C -0.6427 -0.2776 -3.9591 -0.23 0.42 0.11 -0.12
O -0.8210 0.2972 -5.0324 0.09 -0.15 0.67 -0.72
O -0.7873 0.1573 -2.7633 0.14 -0.37 -0.67 -0.13
H 0.2581 -1.8843 -5.0796 0.15 -0.06 -0.24 0.41
```
Forces are in eV/Å.

- E_tot: -2763.7890 Ha
- Charge: -1



Record 4
Here is C7H9NOS in the gas phase from OMol25. Energies are from ωB97M-V/def2-TZVPD.

```
19
Properties=species:S:1:pos:R:3:forces:R:3:nbo_charge:R:1
C 2.2845 1.5685 -0.3749 0.68 -1.54 -2.17 -0.26
O 2.0839 0.8479 0.7989 -2.23 -1.74 -0.11 -0.36
N 1.3480 -0.3541 0.4936 2.73 0.10 0.15 -0.29
S 2.4583 -1.5643 -0.0455 -1.16 0.11 0.96 0.18
C -0.0372 -0.3955 0.3978 1.94 1.54 0.10 0.12
C -0.8042 0.7440 0.4800 -2.85 -1.00 -0.77 -0.26
C -2.2441 0.5298 0.3823 3.53 2.08 0.38 -0.17
C -2.7761 -0.7049 0.1734 -0.90 -0.39 0.73 -0.27
C -1.9575 -1.8059 0.1619 2.53 0.83 -0.79 -0.17
C -0.5618 -1.6246 0.2074 -1.65 -3.20 -0.36 -0.26
H 1.5016 2.2367 -0.6553 -0.54 0.77 0.19 0.17
H 2.4776 0.9394 -1.3211 -0.43 0.31 1.48 0.17
H 3.2270 1.9753 -0.1902 1.31 1.68 0.02 0.20
H 2.2746 -2.4028 1.0309 0.38 0.40 -0.53 0.12
H -0.3931 1.7344 0.3620 0.00 0.02 0.63 0.22
H -2.7075 1.4906 0.5025 -1.19 -0.15 -0.30 0.22
H -3.8257 -0.8986 0.0958 -0.55 0.35 -0.04 0.22
H -2.3204 -2.7617 -0.0769 -0.58 -1.12 -0.02 0.21
H 0.1324 -2.4861 0.0158 -1.01 0.94 0.44 0.23
```
Forces are in eV/Å.

- ΔE to the lowest compared entry with this formula, charge and spin: 2.624 eV
- E_tot: -800.1877 Ha
- SMILES: CON(S)c1ccccc1



Record 5
Here is an isolated ion of composition C9H12N4 and charge +2 from OMol25. Energies are from ωB97M-V/def2-TZVPD.

```
25
Properties=species:S:1:pos:R:3:forces:R:3:nbo_charge:R:1
C 3.0339 -1.2702 3.0479 -2.33 0.77 -1.41 -0.32
C 1.5531 -1.7682 3.4175 -0.30 0.04 -3.64 0.26
C 2.8281 -0.3002 2.3076 -0.71 1.09 -0.18 0.29
C 0.0744 -1.6630 1.5276 0.63 2.43 -1.00 0.22
C -0.6982 2.3714 -0.7932 0.18 -3.56 0.90 -0.15
C -0.2070 1.6693 0.2284 -0.60 0.42 0.06 -0.04
C -0.7449 -0.3872 -0.9651 0.12 4.07 0.19 0.39
C -1.1051 1.7433 -2.0923 -3.23 0.73 2.08 -0.25
C -1.7697 -0.1445 -3.2950 0.73 -1.84 1.23 -0.42
N 0.5842 -1.9997 2.6892 0.84 -0.63 2.30 -0.29
N 0.3310 -0.4546 1.1577 0.03 1.15 0.11 -0.25
N -1.1687 0.2837 -2.0029 0.52 -0.11 -0.29 -0.27
N -0.2674 0.2700 0.1418 0.04 -2.68 -0.74 -0.22
H 3.7997 -1.8173 3.4067 2.54 -1.70 1.39 0.33
H 1.4401 -1.8790 4.4073 0.12 -0.38 3.88 0.25
H 2.4026 0.5745 1.8479 0.52 -0.03 -0.20 0.29
H -0.6150 -2.3367 1.1632 -1.41 -1.41 -1.34 0.22
H -0.7249 3.3701 -0.7661 -0.07 3.70 0.26 0.25
H 0.1304 1.9690 1.2274 -0.19 0.42 -0.72 0.25
H -0.6864 -1.3947 -0.8195 -0.40 -2.78 -0.70 0.22
H -2.2126 1.9921 -2.4601 2.64 0.38 0.90 0.25
H -0.3641 2.1359 -2.7117 0.90 -0.08 -2.19 0.25
H -0.9685 -0.2194 -4.0232 -0.18 1.30 -0.58 0.26
H -1.9585 -1.1866 -3.2194 -0.97 -1.03 0.30 0.23
H -2.6864 0.4420 -3.4218 0.58 -0.28 -0.61 0.25
```
Forces are in eV/Å.

- ΔE to the lowest compared entry with this formula, charge and spin: 4.479 eV
- E_tot: -568.2758 Ha
- Charge: +2



Record 6
Here is C10H9N3O2 in the gas phase from OMol25. Energies are from ωB97M-V/def2-TZVPD.

```
24
Properties=species:S:1:pos:R:3:forces:R:3:nbo_charge:R:1
C 0.4438 -2.0780 -0.8709 -0.71 -2.57 1.89 -0.49
C -0.2792 -1.0565 -0.5686 -1.74 -0.34 -0.27 0.24
C -1.1301 -0.0318 -0.3402 3.00 -1.04 0.48 -0.26
C -2.4310 0.0903 -0.9087 -0.58 -0.18 -0.33 -0.14
C -3.2846 1.0357 -0.4833 1.47 -1.01 -1.02 -0.24
C -2.8434 1.9630 0.4797 0.59 -0.47 1.02 -0.16
C -1.5826 1.9556 0.9335 0.60 1.69 1.60 -0.22
C -0.5623 1.0303 0.5510 -0.94 -0.60 -1.04 0.26
N 0.6552 1.1111 0.9597 -0.65 0.47 0.48 -0.46
C 1.4941 0.0651 0.6195 2.75 -1.80 1.60 0.13
N 1.9297 -0.7454 1.5669 -1.74 2.19 -0.66 -0.19
N 2.6321 -1.8281 1.3496 1.49 -2.11 3.37 -0.58
C 2.2088 0.0789 -0.6820 -0.66 0.50 -0.17 0.74
O 2.9044 -0.7958 -1.1170 0.78 -0.39 0.17 -0.61
O 1.9898 1.1695 -1.4087 0.98 -0.24 -1.24 -0.66
H 0.7061 -3.0738 -0.3705 -1.43 1.55 0.13 0.27
H 1.1744 -2.0411 -1.5766 1.60 0.73 -2.54 0.26
H -2.7191 -0.5808 -1.7079 0.06 -0.16 0.14 0.22
H -4.1743 1.0749 -1.0167 -1.82 0.43 -0.34 0.22
H -3.5400 2.5220 1.0403 -0.77 1.04 0.10 0.22
H -1.2874 2.6466 1.7400 -0.23 -0.27 -0.47 0.23
H 3.2296 -2.0021 0.5981 0.63 0.53 -2.13 0.38
H 3.1547 -2.1935 2.2216 -1.76 1.03 -1.58 0.37
H 1.3112 1.6838 -1.0089 -0.91 1.02 0.80 0.49
```
Forces are in eV/Å.

- ΔE to the lowest compared entry with this formula, charge and spin: 4.255 eV
- E_tot: -701.0510 Ha
- SMILES: C=C=C1C=CC=C/C1=N/C(=N/N)C(=O)O